[1]
Entry from OMol25: a molecular structure, C33H38BeN5O3P at a distorted geometry (ωB97M-V/def2-TZVPD).

Structure (XYZ):
```
81
Properties=species:S:1:pos:R:3:lowdin_charge:R:1
Be -0.3134 -0.2670 0.3548 0.06
C 5.6900 -3.1336 0.4410 -0.05
C 4.2440 -2.7543 0.3247 -0.31
C 3.3606 -3.4834 -0.4663 -0.05
C 2.0214 -3.1700 -0.4934 -0.04
C 1.4824 -2.1279 0.2818 -0.21
N 0.1405 -1.8653 0.3502 0.05
C -0.7638 -2.8799 0.3298 -0.19
C -0.4242 -4.2127 0.6223 -0.02
C -1.3391 -5.2320 0.5430 -0.04
C -2.6556 -4.9836 0.1640 -0.29
C -3.6379 -6.1088 0.0423 -0.06
C -3.0394 -3.6637 -0.0059 0.02
C -2.1326 -2.6131 0.1119 -0.11
N -2.6111 -1.2911 0.1487 -0.04
C -3.7902 -0.8228 -0.2960 -0.03
C -3.9474 0.4574 0.1897 -0.02
C -2.7921 0.6973 0.9252 -0.10
N -1.9911 -0.3579 0.8848 0.08
C 2.3972 -1.3259 0.9940 -0.13
C 3.7512 -1.6505 1.0013 0.01
N 1.9572 -0.2167 1.7303 -0.02
C 2.6006 0.3998 2.7402 -0.03
C 1.8210 1.4642 3.1429 -0.03
C 0.7084 1.4236 2.3107 -0.07
N 0.8051 0.3990 1.4779 0.08
H 5.8915 -4.0540 -0.0980 0.07
H 5.9486 -3.2919 1.4861 0.08
H 6.3364 -2.3520 0.0453 0.08
H 3.7334 -4.3035 -1.0650 0.12
H 1.3541 -3.7315 -1.1316 0.12
H 0.5792 -4.4210 0.9595 0.11
H -1.0307 -6.2329 0.8054 0.11
H -3.1387 -7.0208 -0.2764 0.07
H -4.4186 -5.8715 -0.6747 0.07
H -4.1107 -6.3035 1.0050 0.08
H -4.0800 -3.4397 -0.1856 0.11
H -4.4240 -1.3866 -0.9481 0.13
H -4.7621 1.1281 0.0150 0.11
H -2.5032 1.5825 1.4496 0.11
H 4.4480 -1.0238 1.5373 0.11
H 3.5397 0.0581 3.1260 0.12
H 2.0269 2.1495 3.9368 0.10
H -0.1377 2.0746 2.2710 0.12
O -1.1603 3.7259 -3.1061 0.08
C -1.5491 2.5463 -3.6416 -0.28
C -1.9006 2.4349 -4.9835 -0.02
C -2.2497 1.2091 -5.5185 -0.09
C -2.2679 0.0780 -4.7229 -0.09
C -1.9149 0.1775 -3.3896 -0.03
C -1.5456 1.3969 -2.8393 -0.08
C -1.1202 1.4432 -1.3930 -0.54
O -1.4648 2.3411 -0.6493 0.07
O -0.4105 0.4312 -1.0326 -0.05
H -1.1848 4.4213 -3.7747 0.12
H -1.8946 3.3228 -5.6036 0.11
H -2.4905 1.1362 -6.5688 0.10
H -2.5559 -0.8703 -5.1474 0.10
H -1.9164 -0.6976 -2.7550 0.11
C 2.1809 3.2043 -2.3802 -0.16
C 1.8926 1.9024 -3.1179 -0.42
P 2.4866 0.4051 -2.1721 1.01
C 1.6205 -0.9100 -3.1679 -0.41
C 1.6982 -0.8217 -4.6854 -0.14
C 4.2027 0.3303 -2.9426 -0.42
C 4.8778 -1.0295 -2.8377 -0.16
H 1.7461 4.0488 -2.9130 0.06
H 3.2531 3.3710 -2.2911 0.06
H 1.7441 3.1883 -1.3830 0.06
H 2.3488 1.9214 -4.1144 0.07
H 0.8146 1.7888 -3.2341 0.04
H 0.5770 -0.8691 -2.8519 0.05
H 2.0249 -1.8635 -2.8204 0.05
H 1.2283 0.0900 -5.0455 0.06
H 1.1706 -1.6636 -5.1324 0.07
H 2.7274 -0.8492 -5.0354 0.06
H 4.8006 1.0735 -2.4068 0.07
H 4.1623 0.6435 -3.9888 0.06
H 4.7923 -1.4363 -1.8333 0.04
H 5.9335 -0.9330 -3.0881 0.07
H 4.4289 -1.7422 -3.5261 0.06
```

Calculated values
orbital gap: 0.27452 Eh
2S+1: 1
net charge: 0
total energy: -2136.071726 Eh

---

[2]
Entry from OMol25: 2 unconnected molecules or ions with the total composition C17H30FN4O7P at a distorted geometry (ωB97M-V/def2-TZVPD).

Structure (XYZ):
```
60
Properties=species:S:1:pos:R:3:nbo_charge:R:1
C 5.0000 -1.9701 2.4925 -0.70
C 4.6490 -0.4804 2.3241 0.50
C 5.7662 0.4913 2.8209 -0.73
N 3.5103 -0.1105 1.8557 -0.60
C 3.5387 0.6301 0.5797 0.17
C 3.9993 2.1420 0.5511 -0.57
C 3.5655 2.8175 1.8786 0.44
O 3.3970 3.9842 1.9637 -0.50
C 3.9465 -0.2354 -0.6653 -0.71
P 5.7460 -0.4995 -1.0126 1.50
O 6.1414 -1.9183 -0.7389 -1.10
C 3.0390 0.4763 -1.7402 0.75
O 3.3181 0.9950 -2.7387 -0.47
N 1.7082 0.3346 -1.1335 -0.69
C 1.9576 0.7893 0.2515 -0.15
C 0.9676 0.3494 1.3550 0.72
O 0.7683 1.1120 2.2279 -0.53
N 0.2905 -0.9287 1.2792 -0.71
C -0.6433 -1.0235 2.3582 0.99
O -1.7851 -0.9772 2.1770 -0.54
F -0.1776 -1.1872 3.5890 -0.30
H 5.9998 -2.1866 2.0737 0.26
H 5.0963 -2.1460 3.5931 0.23
H 4.2034 -2.6344 2.1282 0.24
H 6.5949 -0.0759 3.2863 0.23
H 5.3092 1.1440 3.5857 0.25
H 6.2051 1.0851 1.9991 0.23
H 5.1009 2.1581 0.4138 0.23
H 3.5816 2.6924 -0.3144 0.25
H 3.4235 2.2331 2.8207 0.14
H 3.5465 -1.2711 -0.6935 0.29
H 6.5431 0.3194 -0.1635 -0.08
H 6.0327 -0.2236 -2.3758 -0.04
H 1.3948 -0.6364 -1.1298 0.38
H 1.7043 1.8681 0.1777 0.22
H -0.2900 -0.8556 0.4383 0.41
C -5.9391 -2.0755 -3.4798 -0.24
O -6.6905 -1.1618 -2.7030 -0.55
C -6.8811 -1.5726 -1.3515 -0.07
C -6.0839 -0.6971 -0.3971 -0.24
N -4.6502 -0.9396 -0.5245 -0.63
C -3.8100 0.0556 0.1450 -0.24
C -3.9049 1.5089 -0.3255 -0.09
O -3.3957 1.7367 -1.6313 -0.55
C -4.2998 1.4523 -2.6848 -0.24
H -6.0133 -1.7665 -4.5228 0.19
H -4.8815 -2.0626 -3.1963 0.16
H -6.3337 -3.0912 -3.3907 0.17
H -6.6457 -2.6325 -1.2118 0.18
H -7.9440 -1.4384 -1.1312 0.18
H -6.3945 -0.9091 0.6305 0.19
H -6.3373 0.3457 -0.6229 0.17
H -4.4068 -0.9453 -1.5066 0.35
H -2.7774 -0.2694 0.0082 0.19
H -4.0098 0.0162 1.2188 0.20
H -3.2711 2.1010 0.3412 0.19
H -4.9145 1.9229 -0.2238 0.16
H -5.3364 1.6612 -2.4104 0.17
H -4.1941 0.4147 -3.0111 0.16
H -4.0340 2.0850 -3.5334 0.19
```

Calculated values
orbital gap: 0.30883 Eh
structure (SMILES): CC(C)=N[C@@]1(CC=O)[C@H]([PH2]=O)C(=O)N[C@H]1C(=O)NC(=O)F.COCCNCCOC
2S+1: 1
net charge: 0
total energy: -1852.533895 Eh

---

[3]
Entry from OMol25: a single C19H22N2O5S molecule at a distorted geometry (ωB97M-V/def2-TZVPD).

Structure (XYZ):
```
49
Properties=species:S:1:pos:R:3:nbo_charge:R:1
C 1.3591 3.5717 2.8597 -0.60
C 1.2537 2.7698 1.5677 -0.42
C -0.0208 3.1339 0.8008 -0.22
N -0.3338 2.2614 -0.3123 -0.70
C -1.1924 1.1646 -0.1344 0.18
C -1.9611 0.7192 -1.2063 -0.22
C -2.8081 -0.3669 -1.0784 -0.30
C -2.9287 -1.0277 0.1408 0.30
O -3.7048 -2.1191 0.3868 -0.49
C -4.6157 -2.5710 -0.5958 -0.06
C -5.8502 -1.6816 -0.7071 -0.64
C -2.1779 -0.5660 1.2224 -0.24
C -1.3219 0.5069 1.0894 -0.25
S 0.7988 2.2212 -1.5429 2.34
O 0.1628 1.8266 -2.7632 -0.93
O 1.4984 3.4695 -1.5164 -0.94
C 1.9248 0.9033 -1.0712 -0.33
C 3.2461 1.1866 -0.7853 -0.19
C 4.0999 0.1656 -0.4046 -0.24
C 3.6242 -1.1358 -0.3028 0.27
C 2.2773 -1.4097 -0.5822 0.16
C 1.4330 -0.3853 -0.9825 -0.24
N 1.8112 -2.7106 -0.4054 -0.61
C 2.6242 -3.7699 -0.1596 0.65
O 2.2074 -4.8828 0.0511 -0.58
C 4.1109 -3.4406 -0.2417 -0.17
O 4.4684 -2.1175 0.1095 -0.47
H 0.5220 3.3530 3.5196 0.20
H 1.3560 4.6371 2.6438 0.21
H 2.2808 3.3290 3.3822 0.21
H 2.1115 2.9862 0.9319 0.22
H 1.2678 1.7006 1.7921 0.20
H -0.8845 3.1375 1.4704 0.21
H 0.0982 4.1360 0.3819 0.23
H -1.8729 1.2208 -2.1549 0.25
H -3.3740 -0.6777 -1.9421 0.22
H -4.1190 -2.6730 -1.5687 0.17
H -4.9059 -3.5681 -0.2530 0.20
H -6.5395 -2.1014 -1.4345 0.22
H -5.5779 -0.6756 -1.0171 0.21
H -6.3477 -1.6205 0.2575 0.22
H -2.2783 -1.0747 2.1682 0.23
H -0.7592 0.8314 1.9494 0.22
H 3.5936 2.2024 -0.8798 0.24
H 5.1361 0.3551 -0.1768 0.23
H 0.4009 -0.5873 -1.2182 0.24
H 0.8132 -2.8744 -0.4438 0.42
H 4.6631 -4.1003 0.4309 0.23
H 4.4309 -3.6518 -1.2751 0.20
```

Calculated values
orbital gap: 0.32061 Eh
energy relative to the best compared isomer or geometry (same formula, charge and spin): 1.918 eV
structure (SMILES): CCCN(c1ccc(OCC)cc1)S(=O)(=O)c1ccc2c(c1)NC(=O)CO2
2S+1: 1
net charge: 0
total energy: -1621.112319 Eh